Here is one molecule with the formula C8H23NSi2 in a non-equilibrium geometry from the OMol25 dataset. Energies are from wB97M-V/def2-TZVPD.

## Properties
Lowest unoccupied orbital energy (alpha / beta) (eV): 0.89 / -2.95
Energy relative to the best compared isomer or geometry (same formula, charge and spin) (kcal per mole): 0.0
2S+1: 3
Orbital gap (alpha / beta) (eV): 3.07 / 7.84

CARTESIAN COORDINATES (ANGSTROEM)
C: -0.831 1.977 -1.618
C: 1.613 1.482 -1.246
C: 0.974 -2.559 -0.710
C: -0.331 -1.118 -3.063
C: -1.258 -1.499 2.143
C: 1.394 0.037 2.563
C: -1.276 1.580 2.328
C: 0.218 1.485 -0.621
N: -0.125 0.192 -0.058
Si: -0.417 -1.344 -1.174
Si: -0.301 0.072 1.666
H: -1.825 1.857 -1.191
H: -0.670 3.029 -1.846
H: -0.781 1.410 -2.541
H: 1.642 0.829 -2.113
H: 2.339 1.121 -0.521
H: 1.890 2.488 -1.553
H: 1.256 -2.452 0.331
H: 0.664 -3.588 -0.869
H: 1.865 -2.393 -1.310
H: -0.256 -2.100 -3.526
H: -1.219 -0.638 -3.464
H: 0.534 -0.548 -3.387
H: -2.276 -1.478 1.770
H: -0.785 -2.393 1.757
H: -1.305 -1.590 3.223
H: 1.343 0.549 3.519
H: 1.723 -0.980 2.758
H: 2.168 0.521 1.973
H: -0.618 2.404 2.583
H: -1.991 1.945 1.598
H: -1.829 1.323 3.226
H: 0.237 2.197 0.212
H: -1.765 -1.820 -0.839

=====

Here is C8H24B2O28 as an isolated structure in a non-equilibrium geometry from the OMol25 dataset. Energies are from wB97M-V/def2-TZVPD.

## Properties
Lowest unoccupied orbital energy (eV): 3.00
Energy relative to the best compared isomer or geometry (same formula, charge and spin) (kcal per mole): 205.4
Charge: -2
Orbital gap (eV): 8.09

CARTESIAN COORDINATES (ANGSTROEM)
O: -2.955 0.459 -1.461
C: -1.729 0.625 -1.342
O: -1.158 0.586 -0.255
B: 0.244 0.629 -0.354
O: 0.409 0.826 -1.895
C: -0.737 0.844 -2.418
O: -0.960 0.680 -3.613
O: 0.927 -0.591 0.017
C: 1.676 -0.274 1.005
O: 2.263 -1.151 1.788
C: 1.816 1.076 1.056
O: 0.869 1.670 0.363
O: 2.656 1.643 1.777
O: -0.413 0.949 4.579
C: -1.060 0.219 4.084
O: -0.920 -0.243 2.916
B: -1.640 -1.419 2.685
O: -2.326 -1.616 4.084
C: -2.016 -0.662 4.762
O: -1.962 -0.709 5.975
O: -0.802 -2.525 2.483
C: -1.301 -3.118 1.453
O: -0.705 -4.107 0.836
C: -2.255 -2.312 0.862
O: -2.592 -1.313 1.510
O: -2.545 -2.379 -0.280
O: -0.134 3.979 -3.518
H: 0.465 4.522 -3.991
H: 0.075 3.120 -3.637
O: -3.735 3.448 -1.028
H: -3.946 3.088 -1.870
H: -4.179 3.140 -0.116
O: 5.278 2.536 1.530
H: 5.316 2.278 0.576
H: 4.395 2.196 1.638
O: 2.229 4.429 1.739
H: 2.262 3.407 1.599
H: 2.523 4.793 0.788
O: -5.673 -1.257 -0.879
H: -5.821 -1.349 -0.046
H: -4.861 -0.798 -0.888
O: 3.167 -3.023 -1.073
H: 3.622 -3.005 -1.969
H: 2.258 -2.701 -1.278
O: 4.914 -1.048 -0.036
H: 4.759 -1.684 -0.636
H: 4.740 -1.442 0.840
O: 0.861 -1.219 -4.864
H: 0.318 -1.713 -4.218
H: 0.205 -0.557 -4.807
O: 4.511 -2.312 2.429
H: 3.660 -1.803 2.264
H: 4.065 -3.199 2.286
O: -4.532 1.613 -3.180
H: -4.102 1.220 -2.416
H: -5.417 1.666 -2.659
O: -2.186 -1.299 -5.433
H: -2.794 -0.814 -6.025
H: -1.933 -0.665 -4.791
O: 2.199 -1.456 4.466
H: 2.482 -0.729 5.036
H: 2.227 -1.144 3.550

=====

Here is C8H24ClO4S2 as an isolated structure in a non-equilibrium geometry from the OMol25 dataset. Energies are from wB97M-V/def2-TZVPD.

## Properties
Lowest unoccupied orbital energy (eV): 2.66
Energy relative to the best compared isomer or geometry (same formula, charge and spin) (kcal per mole): 54.7
Charge: -1
Orbital gap (eV): 7.71

CARTESIAN COORDINATES (ANGSTROEM)
Cl: -0.613 1.461 0.456
C: 2.163 0.129 -1.305
C: 0.728 -0.066 -1.925
O: -0.084 0.968 -1.659
H: 2.012 0.391 -0.158
H: 2.676 1.054 -1.686
H: 2.798 -0.658 -1.187
H: 0.468 -0.973 -1.461
H: 0.705 -0.255 -2.926
H: -0.079 1.035 -0.768
C: 2.053 5.618 -1.048
C: 1.528 4.149 -0.543
O: 0.395 4.341 0.217
H: 2.922 5.670 -1.622
H: 2.271 6.013 -0.008
H: 1.214 6.075 -1.522
H: 2.353 3.575 -0.243
H: 1.276 3.447 -1.314
H: -0.152 3.497 0.355
C: -3.196 -2.957 0.228
S: -2.148 -2.346 -1.080
O: -2.403 -3.184 -2.285
C: -3.116 -0.859 -1.393
H: -3.145 -2.291 1.114
H: -2.893 -4.010 0.361
H: -4.166 -3.342 -0.145
H: -2.696 -0.263 -2.160
H: -2.729 -0.215 -0.571
H: -4.185 -1.025 -1.504
C: 0.168 -2.964 3.777
S: 1.652 -2.624 2.764
O: 2.143 -3.963 2.264
C: 0.749 -1.769 1.358
H: -0.693 -3.097 3.346
H: -0.017 -1.940 4.250
H: 0.277 -3.807 4.396
H: 1.588 -1.468 0.673
H: 0.077 -0.905 1.854
H: 0.086 -2.427 1.105

=====

Here is a 6-piece molecular cluster, C8H24F6N2O8S2 overall in a non-equilibrium geometry from the OMol25 dataset. Energies are from wB97M-V/def2-TZVPD.

## Properties
Lowest unoccupied orbital energy (eV): -0.45
Energy relative to the best compared isomer or geometry (same formula, charge and spin) (kcal per mole): 12.7
Orbital gap (eV): 8.98

CARTESIAN COORDINATES (ANGSTROEM)
N: -39.377 12.747 -4.429
H: -38.634 13.407 -4.736
H: -39.213 11.833 -4.921
H: -40.338 12.973 -4.734
H: -39.271 12.569 -3.409
C: -35.951 10.973 -4.243
F: -36.432 12.134 -3.760
F: -34.640 11.121 -4.319
F: -36.262 9.968 -3.464
S: -36.580 10.697 -6.035
O: -36.306 11.889 -6.809
O: -35.851 9.534 -6.445
N: -38.312 10.590 -5.793
S: -38.578 9.030 -5.766
O: -38.774 8.448 -7.080
O: -37.774 8.154 -4.923
C: -40.363 9.047 -5.032
F: -41.250 9.356 -5.965
F: -40.642 7.835 -4.599
F: -40.434 9.949 -4.049
O: -37.789 14.726 -5.406
H: -37.224 14.781 -6.188
H: -37.969 15.641 -5.161
O: -39.355 12.338 -1.727
H: -39.975 12.944 -1.305
H: -38.909 11.892 -0.998
C: -40.778 12.202 -9.661
C: -39.739 11.452 -8.850
C: -38.448 11.084 -9.578
O: -39.438 12.305 -7.721
H: -40.355 13.030 -10.233
H: -41.552 12.538 -8.972
H: -41.254 11.589 -10.432
H: -40.122 10.515 -8.433
H: -38.729 10.555 -10.490
H: -37.864 10.450 -8.916
H: -37.860 11.972 -9.810
H: -39.126 11.734 -6.990
C: -43.905 12.288 -4.729
C: -43.068 13.033 -5.727
C: -43.842 14.104 -6.518
O: -41.954 13.681 -5.086
H: -44.614 11.687 -5.309
H: -44.464 12.961 -4.074
H: -43.403 11.532 -4.125
H: -42.632 12.285 -6.393
H: -44.398 14.743 -5.832
H: -44.507 13.536 -7.172
H: -43.171 14.687 -7.144
H: -42.284 14.425 -4.569

=====

- Which of these has the highest energy relative to the best compared isomer or geometry (same formula, charge and spin)?
  C8H24B2O28